# 1
Density functional theory data (ωB97M-V/def2-TZVPD) for a cluster of 2 separate species, C4H11N3O in total.

Bonds (Å) are listed after each position.
Atoms and positions in Å:
1 O -1.9177 0.7229 1.4587  C8 1.241
2 N 0.7978 1.0560 0.3833  C5 1.734, C6 1.253
3 N -1.4378 0.9254 -0.7751  C8 1.414, H11 1.009, H13 1.012
4 N -0.7087 -1.0013 0.4848  C7 1.445, C8 1.470, H10 1.014
5 C 1.8363 -0.0199 -0.4940  N2 1.734, H9 1.085, H14 1.089, H16 1.086
6 C 1.1650 1.8254 1.3020  N2 1.253, H18 1.092, H19 1.089
7 C -0.8857 -1.9090 -0.6254  N4 1.445, H12 1.091, H15 1.091, H17 1.096
8 C -1.1915 0.3873 0.5095  O1 1.241, N3 1.414, N4 1.470
9 H 1.9616 -1.0800 -0.3005  C5 1.085
10 H -0.9135 -1.4221 1.3839  N4 1.014
11 H -2.3093 1.4304 -0.8259  N3 1.009
12 H -0.5045 -2.8939 -0.3525  C7 1.091
13 H -0.6756 0.7754 -1.4240  N3 1.012
14 H 2.7815 0.4975 -0.3375  C5 1.089
15 H -0.3290 -1.5119 -1.4750  C7 1.091
16 H 1.5563 0.1558 -1.5282  C5 1.086
17 H -1.9218 -2.0151 -0.9665  C7 1.096
18 H 2.2169 2.0780 1.4523  C6 1.092
19 H 0.4796 1.9993 2.1301  C6 1.089

Properties
energy relative to the best compared isomer or geometry (same formula, charge and spin): 4.2034 eV
HOMO-LUMO gap: 9.03 eV
HOMO level: -8.4 eV
E_LUMO: 0.613 eV

---

# 2
Density functional theory data (ωB97M-V/def2-TZVPD) for an isolated molecule of C5H7N.

Bonds (Å) are listed after each position.
Atoms and positions in Å:
1 N -1.7618 0.1309 0.0678  C5 1.493, C6 1.418, H12 1.016
2 C 0.6001 1.1568 -0.4751  C4 1.331, C5 1.490, H13 1.090
3 C 0.4384 -1.1641 0.0308  C4 1.506, C6 1.531, H7 1.098, H10 1.106
4 C 1.1885 -0.0285 -0.6143  C2 1.331, C3 1.506, H11 1.079
5 C -0.6583 1.1049 0.3206  N1 1.493, C2 1.490, C6 1.633, H8 1.111
6 C -0.6917 -0.4596 0.7869  N1 1.418, C3 1.531, C5 1.633, H9 1.094
7 H 1.0751 -1.7537 0.7032  C3 1.098
8 H -0.7895 2.0183 0.9394  C5 1.111
9 H -0.8902 -0.8127 1.8031  C6 1.094
10 H 0.1038 -1.8693 -0.7523  C3 1.106
11 H 2.1193 -0.1790 -1.1388  C4 1.079
12 H -1.8126 -0.2282 -0.8815  N1 1.016
13 H 1.0789 2.0842 -0.7897  C2 1.090

Properties
energy relative to the best compared isomer or geometry (same formula, charge and spin): 2.1233 eV
HOMO-LUMO gap: 9.82 eV
HOMO level: -8.7 eV
E_LUMO: 1.166 eV

---

# 3
Density functional theory data (ωB97M-V/def2-TZVPD) for a cluster of 2 separate species, C2H11FNO4PSi in total.

Bonds (Å) are listed after each position.
Atoms and positions in Å:
1 P 1.1306 0.9869 -1.4612  Si2 2.260, O4 1.619, O5 1.468, O7 1.610
2 Si 2.9755 1.6543 -0.3392  P1 2.260, F3 1.607, N8 1.705, H13 1.472
3 F 2.7382 1.2822 1.2060  Si2 1.607
4 O -0.0112 2.1123 -1.2333  P1 1.619, H16 0.968
5 O 1.4648 0.8273 -2.8815  P1 1.468
6 O -1.9759 -0.3472 1.7910  C10 1.430, H20 0.964
7 O 0.5328 -0.3732 -0.8400  P1 1.610, H12 0.969
8 N 4.4105 0.9056 -0.8767  Si2 1.705, H11 1.012, H18 1.012
9 C -2.9708 -2.0741 0.3754  C10 1.516, H14 1.093, H17 1.091, H19 1.090
10 C -2.8476 -1.4801 1.7649  O6 1.430, C9 1.516, H15 1.089, H21 1.094
11 H 4.6988 1.1540 -1.8147  N8 1.012
12 H 0.0561 -0.2727 -0.0020  O7 0.969
13 H 3.0860 3.1149 -0.4838  Si2 1.472
14 H -3.3935 -1.3465 -0.3216  C9 1.093
15 H -2.4107 -2.1998 2.4556  C10 1.089
16 H -0.1350 2.3545 -0.3043  O4 0.968
17 H -1.9910 -2.3685 -0.0023  C9 1.091
18 H 4.4507 -0.1007 -0.7752  N8 1.012
19 H -3.6186 -2.9513 0.3808  C9 1.090
20 H -2.3590 0.3191 1.2095  O6 0.964
21 H -3.8308 -1.1969 2.1523  C10 1.094

Properties
HOMO-LUMO gap: 10.12 eV
HOMO level: -9.9 eV
E_LUMO: 0.201 eV

---

# 4
Density functional theory data (ωB97M-V/def2-TZVPD) for a cluster of 2 separate species, C2H3N4S in total.

Bonds (Å) are listed after each position.
Atoms and positions in Å:
1 S 3.1945 -2.2517 -0.9814  N2 1.463
2 N 2.3995 -1.0892 -0.5852  S1 1.463, N5 1.174
3 N -1.8334 -0.1573 -0.7412  N4 1.125, C6 1.304
4 N -2.5457 -0.4694 -1.5539  N3 1.125
5 N 1.5970 -0.2995 -0.2527  N2 1.174, H9 1.025
6 C -0.8421 0.1083 0.0637  N3 1.304, C7 1.345
7 C -1.1130 0.8556 1.1489  C6 1.345, H8 1.137, H10 1.170
8 H -2.0914 1.4355 1.1412  C7 1.137
9 H 1.6129 0.7249 -0.2519  N5 1.025
10 H -0.3782 1.1427 2.0125  C7 1.170

Properties
net charge: +1
energy relative to the best compared isomer or geometry (same formula, charge and spin): 1.9869 eV
HOMO-LUMO gap (alpha / beta): 5.48 / 6.15 eV
HOMO level (alpha / beta): -11.4 / -14.1 eV
multiplicity: 3
E_LUMO (alpha / beta): -5.912 / -7.964 eV

---

# 5
Density functional theory data (ωB97M-V/def2-TZVPD) for a cluster of 2 separate species, C6H12FO4P in total.

Bonds (Å) are listed after each position.
Atoms and positions in Å:
1 P -0.5958 0.2561 0.6718  O3 1.472, O5 1.589, C8 1.816, H15 1.399
2 F -0.6685 -2.3757 0.0803  C8 1.322
3 O 0.0447 0.3050 1.9964  P1 1.472
4 O 2.0468 -2.2237 -0.8143  C11 1.167
5 O -2.1560 0.4236 0.9231  P1 1.589, C9 1.443
6 O 1.8070 -0.0802 -0.1423  C10 1.464, C11 1.367
7 C -3.5398 -0.3522 -0.9573  C9 1.505, H21 1.045, H22 1.105, H24 1.145
8 C -0.2146 -1.2058 -0.3356  P1 1.816, F2 1.322, C11 1.601
9 C -3.3241 0.6810 0.1153  O5 1.443, C7 1.505, H20 1.070, H23 1.042
10 C 3.2557 0.1023 -0.0386  O6 1.464, C12 1.511, H13 1.049, H16 1.037
11 C 1.3701 -1.3155 -0.5313  O4 1.167, O6 1.367, C8 1.601
12 C 3.5443 1.1316 1.0290  C10 1.511, H14 1.085, H17 1.148, H19 1.118
13 H 3.7763 -0.7809 0.1855  C10 1.049
14 H 3.8485 0.7406 1.9944  C12 1.085
15 H -0.4442 1.2818 -0.2681  P1 1.399
16 H 3.4568 0.4848 -0.9807  C10 1.037
17 H 2.6249 1.8167 1.0856  C12 1.148
18 H -0.7499 -0.8340 -1.9367  no bonds
19 H 4.3574 1.8317 0.7153  C12 1.118
20 H -3.3660 1.7133 -0.1619  C9 1.070
21 H -2.9697 -0.3349 -1.8333  C7 1.045
22 H -4.5975 -0.3738 -1.2770  C7 1.105
23 H -4.0856 0.3737 0.7566  C9 1.042
24 H -3.4207 -1.2655 -0.2763  C7 1.145

Properties
energy relative to the best compared isomer or geometry (same formula, charge and spin): 1.5481 eV
HOMO-LUMO gap: 10.21 eV
HOMO level: -10.5 eV
E_LUMO: -0.269 eV

---

# 6
Density functional theory data (ωB97M-V/def2-TZVPD) for a cluster of 9 separate species, C8H32ClN16O12 in total.

Bonds (Å) are listed after each position.
Atoms and positions in Å:
1 Cl -23.3000 26.1541 -10.8732  O2 1.368, O4 1.435, O6 1.411, O8 1.445
2 O -22.1008 26.8112 -10.9220  Cl1 1.368
3 O -26.8935 22.1264 -12.1922  C30 1.235
4 O -23.0288 24.8822 -10.2674  Cl1 1.435
5 O -19.8779 29.9841 -13.8217  C36 1.205
6 O -23.7903 25.7446 -12.1316  Cl1 1.411
7 O -28.6563 25.2704 -13.6086  C33 1.225
8 O -24.2763 26.8879 -10.1013  Cl1 1.445
9 O -25.5426 23.5692 -7.4887  C32 1.254
10 O -21.1860 25.1133 -14.6500  C34 1.195
11 O -24.4298 26.8212 -17.2087  C35 1.201
12 O -19.9519 28.6091 -7.3285  C37 1.219
13 O -23.3955 27.8973 -5.1093  C31 1.193
14 N -27.4116 27.0906 -12.9588  C33 1.322, H57 1.010, H63 1.010
15 N -25.6611 20.8266 -13.4475  C30 1.266, H42 1.010, H51 1.010
16 N -21.3093 29.3559 -12.2451  C36 1.291, H46 1.010, H65 1.010
17 N -22.6797 27.3513 -7.1179  C31 1.314, H40 1.010, H64 1.010
18 N -18.4459 27.1516 -6.7226  C37 1.279, H53 1.010, H61 1.010
19 N -20.3550 23.1956 -14.5254  C34 1.262, H60 1.010, H67 1.010
20 N -24.1290 26.9456 -14.9282  C35 1.322, H38 1.010, H44 1.010
21 N -24.6589 22.2167 -12.1853  C30 1.286, H48 1.010, H55 1.010
22 N -26.9170 25.1996 -12.2595  C33 1.266, H52 1.010, H56 1.010
23 N -23.6652 25.1644 -16.0283  C35 1.320, H54 1.010, H66 1.010
24 N -23.2565 25.7975 -5.7073  C31 1.288, H49 1.010, H68 1.010
25 N -26.7032 25.4956 -7.3296  C32 1.251, H62 1.010, H69 1.010
26 N -19.8490 26.4453 -8.1393  C37 1.342, H41 1.010, H50 1.010
27 N -27.4569 23.6357 -6.5020  C32 1.302, H43 1.010, H47 1.010
28 N -19.8598 27.9707 -12.8458  C36 1.298, H39 1.010, H45 1.010
29 N -21.0800 24.0675 -12.7166  C34 1.281, H58 1.010, H59 1.010
30 C -25.7864 21.7489 -12.5896  O3 1.235, N15 1.266, N21 1.286
31 C -23.1065 27.0609 -5.9093  O13 1.193, N17 1.314, N24 1.288
32 C -26.5061 24.2791 -7.1153  O9 1.254, N25 1.251, N27 1.302
33 C -27.7426 25.8117 -12.9982  O7 1.225, N14 1.322, N22 1.266
34 C -20.7738 24.2372 -13.9493  O10 1.195, N19 1.262, N29 1.281
35 C -24.0636 26.4175 -16.1388  O11 1.201, N20 1.322, N23 1.320
36 C -20.3118 29.1713 -13.0445  O5 1.205, N16 1.291, N28 1.298
37 C -19.5277 27.4660 -7.3289  O12 1.219, N18 1.279, N26 1.342
38 H -24.4496 27.9033 -14.9202  N20 1.010
39 H -19.1379 27.6342 -13.4669  N28 1.010
40 H -22.5714 26.6488 -7.8355  N17 1.010
41 H -19.6333 25.5047 -7.8410  N26 1.010
42 H -24.8535 20.4148 -13.8927  N15 1.010
43 H -27.2274 22.6802 -6.2686  N27 1.010
44 H -23.8649 26.3702 -14.1412  N20 1.010
45 H -20.1428 27.3611 -12.0919  N28 1.010
46 H -21.7695 30.2538 -12.1998  N16 1.010
47 H -28.4120 23.9641 -6.5003  N27 1.010
48 H -23.8517 21.6369 -12.3652  N21 1.010
49 H -22.7909 25.1449 -6.3216  N24 1.010
50 H -20.6028 26.6203 -8.7883  N26 1.010
51 H -26.5704 20.5241 -13.7666  N15 1.010
52 H -26.0641 25.7032 -12.0615  N22 1.010
53 H -17.9372 26.3179 -6.9799  N18 1.010
54 H -23.6697 24.6729 -16.9106  N23 1.010
55 H -24.5308 23.1325 -11.7790  N21 1.010
56 H -27.0968 24.2237 -12.0717  N22 1.010
57 H -26.7898 27.4819 -12.2657  N14 1.010
58 H -20.9480 23.1470 -12.3223  N29 1.010
59 H -21.4663 24.8029 -12.1421  N29 1.010
60 H -19.7887 22.6113 -13.9271  N19 1.010
61 H -18.2261 27.6824 -5.8919  N18 1.010
62 H -25.9558 25.8535 -7.9070  N25 1.010
63 H -28.2132 27.6255 -13.2610  N14 1.010
64 H -22.4236 28.2910 -7.3851  N17 1.010
65 H -21.7518 28.4988 -11.9458  N16 1.010
66 H -23.0431 24.8613 -15.2926  N23 1.010
67 H -20.4077 22.9928 -15.5134  N19 1.010
68 H -23.6306 25.4363 -4.8414  N24 1.010
69 H -27.5511 25.9810 -7.0733  N25 1.010

Properties
net charge: -2
HOMO-LUMO gap (alpha / beta): 1.89 / 8.42 eV
HOMO level (alpha / beta): 2.1 / -4.4 eV
multiplicity: 2
E_LUMO (alpha / beta): 4.033 / 4.029 eV